The following is a DFT calculation (ωB97M-V/def2-TZVPD) of CH14NO12V2 as an isolated structure in a non-equilibrium geometry.

```
30
Properties=species:S:1:pos:R:3
O -0.0217 4.0886 -1.6660
V -0.7275 3.1342 -0.5837
O -1.8650 3.8302 0.1618
O 1.5353 -2.1432 -2.8224
V 1.3538 -0.6454 -2.2637
O 2.2329 0.3098 -3.2345
N -0.6919 -0.0678 2.9447
H 0.1683 0.2816 3.3422
H -1.4104 -0.1518 3.6496
H -0.4982 -1.0016 2.6121
H -0.9174 0.5135 2.1501
C -0.1229 0.4692 -0.3512
O -0.0665 -0.7601 -0.5356
O 0.5221 1.2093 -1.0773
O -0.9438 1.0659 0.3650
O 2.9243 2.9759 -1.9314
H 3.4594 2.2542 -2.2614
H 2.0473 2.6029 -1.8415
O -2.3958 -2.2587 -0.3464
H -2.2083 -3.1739 -0.1379
H -1.5341 -1.8528 -0.4412
O -3.4330 0.0490 0.8907
H -3.4067 -0.8011 0.4515
H -2.6674 0.5159 0.5559
O -0.2402 -2.4462 1.5534
H -0.5877 -3.2929 1.2730
H 0.0325 -2.0181 0.7419
O 2.9807 -1.0050 -0.7317
H 3.9182 -0.9830 -0.5397
H 2.5636 -0.6987 0.0736
```

The molar mass is 334.006 g/mol. Its LUMO energy is -6.01 eV. The total charge is +1. Its HOMO-LUMO gap is 7.83 eV.